Record 1
DFT (ωB97M-V with the def2-TZVPD basis set) results for a structure of composition C12H15F7GaN2O8 at a distorted geometry.

```
45
Properties=species:S:1:pos:R:3
N 9.679 1.133 -0.820
C 8.551 0.927 -0.741
O 7.249 1.052 -0.570
Ga 6.532 1.603 -2.258
C 4.595 1.007 -2.599
O 3.760 0.822 -1.416
N 3.543 1.995 -0.763
O 3.350 1.732 0.383
C 6.716 3.628 -2.604
C 6.524 4.447 -1.309
O 5.592 5.175 -1.203
F 7.482 4.323 -0.328
H 7.431 0.872 -3.388
H 4.149 1.725 -3.346
H 4.653 0.022 -3.131
H 7.711 3.864 -3.051
H 5.919 3.928 -3.319
C 0.651 1.570 1.735
C -0.393 2.639 1.494
O -1.461 2.140 0.664
C -2.390 1.412 1.279
O -2.395 1.148 2.448
C -3.475 0.993 0.287
F -2.968 0.531 -0.867
F -4.279 2.023 -0.037
F -4.268 0.023 0.774
H 1.016 1.172 0.788
H 1.493 1.974 2.295
H 0.234 0.730 2.294
H 0.055 3.473 0.954
H -0.788 3.036 2.431
C -6.022 -2.393 0.335
C -5.526 -3.153 1.547
O -6.234 -4.397 1.700
C -5.819 -5.406 0.931
O -4.923 -5.342 0.141
C -6.629 -6.668 1.233
F -7.949 -6.421 1.308
F -6.268 -7.213 2.410
F -6.465 -7.613 0.300
H -7.104 -2.250 0.388
H -5.540 -1.420 0.267
H -5.819 -2.943 -0.586
H -5.720 -2.573 2.449
H -4.449 -3.325 1.501
```

Charge ... -1
Kohn-Sham gap ... 8.1 eV

Löwdin atomic charge list, values in e, 4 entries: atom 1 (N): 0.095, atom 2 (C): -0.535, atom 3 (O): -0.156, atom 4 (Ga): 0.444


Record 2
DFT (ωB97M-V with the def2-TZVPD basis set) results for a structure of composition C44H78CsGeN7O8Si3 at a distorted geometry.

```
142
Properties=species:S:1:pos:R:3
Cs 0.635 -0.391 0.133
C 5.202 1.615 3.368
N 3.998 0.821 3.229
C 3.440 0.297 4.470
C 3.279 0.746 2.084
O 2.167 0.230 2.021
C 3.902 1.368 0.842
O 3.263 0.852 -0.292
C 3.593 1.590 -1.448
C 3.330 0.745 -2.685
O 2.814 -0.360 -2.626
N 3.711 1.350 -3.857
C 3.380 0.724 -5.126
C 4.149 2.746 -3.899
H 5.001 2.503 3.977
H 5.585 1.945 2.406
H 5.977 1.029 3.861
H 3.223 1.117 5.159
H 4.158 -0.376 4.942
H 2.525 -0.240 4.264
H 4.972 1.168 0.785
H 3.766 2.459 0.918
H 4.649 1.883 -1.419
H 2.979 2.486 -1.525
H 3.019 -0.283 -4.947
H 4.266 0.680 -5.762
H 2.604 1.294 -5.649
H 4.940 2.945 -3.173
H 3.325 3.438 -3.707
H 4.562 2.937 -4.886
O -1.782 0.015 0.334
N -2.419 -0.985 0.734
N -1.920 -1.561 1.785
O -0.809 -1.170 2.389
C -2.683 -2.682 2.359
C -3.960 -3.022 1.923
C -4.624 -4.080 2.531
C -4.030 -4.790 3.570
C -2.757 -4.435 3.994
C -2.080 -3.379 3.390
H -4.420 -2.463 1.117
H -5.622 -4.344 2.193
H -4.556 -5.609 4.044
H -2.282 -4.975 4.805
H -1.088 -3.077 3.707
C -2.313 0.469 -4.768
N -1.389 0.026 -3.691
C -0.030 -0.272 -4.257
C -1.991 -1.111 -2.850
C -1.662 -2.486 -3.369
C -2.528 -3.028 -4.335
C -2.221 -4.233 -4.955
C -1.025 -4.858 -4.610
C -0.190 -4.289 -3.639
C -0.458 -3.091 -2.933
H -1.860 1.298 -5.312
H -3.252 0.799 -4.328
H -2.491 -0.367 -5.441
H -1.217 0.826 -3.068
H -0.124 -0.913 -5.129
H 0.572 -0.781 -3.508
H 0.418 0.690 -4.521
H -3.066 -0.921 -2.827
H -1.597 -0.950 -1.864
H -3.454 -2.516 -4.605
H -2.886 -4.665 -5.692
H -0.752 -5.791 -5.097
H 0.742 -4.814 -3.436
O 1.247 3.432 -2.871
C 0.192 2.809 -3.117
O -0.296 1.799 -2.515
C -0.650 3.276 -4.290
C -0.060 3.786 -5.441
C -0.844 4.190 -6.517
C -2.234 4.116 -6.435
C -2.830 3.634 -5.274
C -2.038 3.208 -4.213
H 1.019 3.865 -5.479
H -0.374 4.578 -7.415
H -2.847 4.436 -7.268
H -3.913 3.590 -5.196
H -2.488 2.828 -3.300
C -0.023 -4.217 0.886
N 1.160 -4.943 0.428
C 0.902 -6.225 -0.217
C 2.333 -4.249 0.328
O 2.462 -3.088 0.717
N 3.418 -4.944 -0.250
C 4.502 -4.077 -0.702
C 3.884 -6.118 0.474
H -0.581 -4.815 1.614
H -0.663 -3.977 0.030
H 0.304 -3.290 1.350
H -0.070 -6.184 -0.704
H 0.888 -7.047 0.508
H 1.651 -6.433 -0.975
H 4.101 -3.207 -1.216
H 5.132 -4.644 -1.394
H 5.124 -3.725 0.132
H 3.055 -6.638 0.953
H 4.603 -5.841 1.256
H 4.376 -6.816 -0.204
C -0.657 4.977 4.056
Si 0.027 3.711 2.853
C 0.115 4.580 1.193
C 1.809 3.492 3.413
Ge -1.000 1.555 2.523
Si -3.117 2.280 1.703
C -4.502 1.026 1.661
C -3.758 3.716 2.738
C -2.967 2.938 -0.042
Si -1.475 0.900 4.747
C -1.615 2.351 5.926
C -3.043 -0.094 4.989
C -0.097 -0.161 5.448
H -0.173 5.934 3.807
H -0.420 4.717 5.099
H -1.749 5.106 3.984
H 0.868 5.381 1.231
H -0.857 5.037 0.941
H 0.375 3.893 0.369
H 2.298 4.476 3.501
H 2.368 2.884 2.684
H 1.864 2.981 4.392
H -4.624 0.466 2.600
H -4.319 0.294 0.861
H -5.438 1.558 1.449
H -3.757 3.494 3.821
H -4.790 3.952 2.433
H -3.136 4.612 2.580
H -2.385 2.241 -0.671
H -2.453 3.915 -0.062
H -3.970 3.061 -0.476
H -2.374 3.089 5.610
H -0.653 2.886 6.020
H -1.897 1.962 6.917
H -3.892 0.281 4.396
H -3.324 -0.054 6.051
H -2.883 -1.144 4.706
H 0.785 0.447 5.709
H 0.209 -0.917 4.705
H -0.444 -0.675 6.356
```

Charge ... -1
Spin multiplicity ... 2
⟨S²⟩ ... 0.7541
Relative energy (zero: lowest compared OMol25 entry of this formula, charge and spin) ... 0.00 kJ/mol
Kohn-Sham gap (alpha / beta) ... 5.3 / 5.3 eV

Löwdin atomic charge list, values in e, 4 entries: atom 1 (Cs): 1.344, atom 2 (C): -0.045, atom 3 (N): -0.136, atom 4 (C): -0.025